1.
{
  "formula": "C13H14OS",
  "method": "ωB97M-V with the def2-TZVPD basis set",
  "species": ["O", "C", "C", "C", "C", "C", "C", "C", "C", "S", "C", "C", "C", "C", "C", "H", "H", "H", "H", "H", "H", "H", "H", "H", "H", "H", "H", "H", "H"],
  "positions_angstrom": [[-1.283066, -0.732849, -2.327986], [-1.912682, 2.843652, 0.600282], [-0.615607, 2.634913, 0.380910], [3.202910, -2.621118, -0.812751], [3.398335, -1.271826, -0.536257], [1.988707, -3.188499, -1.370091], [2.237851, -0.401043, -0.827533], [0.929246, -2.366297, -1.586407], [1.040469, -0.973010, -1.276952], [-0.323463, 0.046419, -1.480366], [-1.216521, 1.339242, 2.131907], [-2.493127, 0.481411, 0.264217], [-2.499932, 1.619826, 1.289962], [-0.290922, 1.284915, 0.980189], [-0.982253, 0.152346, 0.183737], [-2.451010, 3.769961, 0.450923], [0.158647, 3.243831, -0.153692], [4.085608, -3.241997, -0.732260], [4.307786, -1.056071, -0.058734], [1.966337, -4.312029, -1.624116], [2.268849, 0.704712, -0.702479], [0.013462, -2.733704, -1.996464], [-0.935473, 2.116239, 2.848789], [-1.225020, 0.408205, 2.610387], [-2.963296, 0.751767, -0.634341], [-3.039553, -0.509685, 0.523622], [-3.317560, 1.654995, 2.030985], [0.777287, 1.128826, 1.189213], [-0.826010, -0.773132, 0.635307]],
  "forces_ev_per_angstrom": [[0.0, 0.1, 0.3], [-0.5, 0.9, 0.1], [0.8, 0.3, -1.0], [-0.6, -0.2, -0.9], [-4.2, -0.5, -1.3], [2.1, -0.9, 0.4], [1.2, -0.8, 0.6], [0.0, 1.2, 0.4], [2.3, -1.5, 0.7], [-1.5, 1.2, -1.7], [-0.3, 0.2, 0.7], [-0.2, -2.3, 1.1], [1.0, 0.2, 2.0], [1.1, 0.1, -0.8], [0.1, 1.1, -0.9], [-0.1, -0.1, -0.5], [-1.2, -0.4, 0.6], [-0.2, -0.3, 0.3], [0.9, 1.1, 0.2], [0.0, 2.0, 0.4], [0.1, -1.0, 0.0], [-0.5, 0.0, -0.2], [-0.4, 0.0, -0.1], [-0.3, -1.5, 1.1], [-0.3, 0.6, -1.4], [0.8, 1.8, 0.1], [-0.2, 0.5, -1.1], [-0.4, -0.1, -0.1], [0.5, -1.6, 0.9]],
  "nbo_charge": [-0.99, -0.19, -0.19, -0.19, -0.22, -0.21, -0.18, -0.19, -0.33, 1.30, -0.36, -0.40, -0.27, -0.29, -0.41, 0.22, 0.23, 0.21, 0.22, 0.23, 0.22, 0.25, 0.22, 0.19, 0.23, 0.23, 0.23, 0.23, 0.23],
  "homo_energy_ha": -0.310,
  "charge": 0,
  "e_lumo_ha": 0.028,
  "total_energy_ha": -977.09029,
  "relative_energy_kcal_mol": 41.3,
  "orbital_gap_ha": 0.3381
}



2.
{
  "formula": "C13H15Cl5O3PdS4",
  "method": "ωB97M-V with the def2-TZVPD basis set",
  "species": ["Pd", "C", "C", "S", "C", "C", "S", "C", "C", "S", "H", "H", "H", "H", "H", "H", "H", "H", "H", "H", "H", "H", "C", "S", "O", "O", "O", "H", "H", "H", "Cl", "C", "C", "C", "Cl", "C", "Cl", "C", "Cl", "C", "Cl"],
  "positions_angstrom": [[-0.309744, 0.026758, 0.496613], [1.447826, 1.284925, -2.293593], [2.595211, 0.801713, -1.409226], [2.174576, 0.172376, 0.245266], [2.544947, 1.544452, 1.364737], [1.727200, 2.815231, 1.193068], [-0.057025, 2.498049, 1.326986], [-0.746201, 3.543115, 0.013470], [-0.621847, 3.063199, -1.421086], [1.043417, 3.049010, -2.143171], [0.546968, 0.686264, -2.149445], [1.753055, 1.144023, -3.331573], [3.356845, 1.574411, -1.292423], [3.072843, -0.053883, -1.888019], [3.609257, 1.772517, 1.286633], [2.385549, 1.107268, 2.353900], [1.920993, 3.265527, 0.222510], [2.011851, 3.524279, 1.971662], [-0.316475, 4.537576, 0.144557], [-1.805243, 3.608629, 0.268681], [-1.228116, 3.724284, -2.042499], [-1.033552, 2.065888, -1.544164], [-3.565870, -1.471477, -0.602457], [-2.743149, 0.061286, -0.893495], [-3.549046, 0.863478, -1.763170], [-1.397341, -0.292469, -1.451322], [-2.487357, 0.653942, 0.447376], [-3.678857, -1.983799, -1.554693], [-4.538578, -1.248305, -0.171375], [-2.963641, -2.064380, 0.082893], [0.960899, -2.458698, -1.581925], [0.418946, -2.981667, -0.010074], [-0.090074, -2.044963, 0.865841], [-0.442660, -2.476302, 2.129892], [-1.001381, -1.271872, 3.265150], [-0.342347, -3.805654, 2.525846], [-0.801104, -4.300786, 4.106863], [0.147746, -4.739196, 1.610345], [0.282588, -6.392838, 2.062182], [0.542040, -4.326559, 0.336276], [1.176861, -5.475345, -0.777055]],
  "forces_ev_per_angstrom": [[0.1, 0.0, 0.2], [0.0, 0.0, 0.0], [0.0, 0.0, -0.1], [0.1, 0.0, -0.1], [0.0, 0.0, 0.1], [0.1, 0.0, 0.0], [0.1, -0.1, 0.0], [0.0, 0.1, 0.1], [-0.1, -0.1, 0.0], [0.0, 0.0, -0.1], [0.0, 0.0, 0.0], [0.0, 0.0, 0.0], [0.0, 0.0, 0.0], [0.0, 0.0, 0.0], [0.0, 0.0, 0.0], [0.0, 0.0, 0.0], [0.0, 0.0, 0.0], [0.0, 0.0, 0.0], [0.0, 0.0, 0.0], [0.0, 0.0, 0.0], [0.0, 0.0, 0.0], [-0.1, 0.0, 0.0], [0.0, 0.0, 0.0], [0.2, -0.1, 0.0], [0.0, 0.0, -0.1], [-0.2, 0.1, 0.0], [-0.1, -0.1, -0.1], [0.0, 0.0, 0.0], [0.0, 0.0, 0.0], [0.0, 0.0, 0.0], [0.0, -0.1, 0.0], [0.1, 0.0, -0.1], [-0.1, 0.2, 0.1], [0.0, 0.0, 0.1], [0.0, 0.0, 0.0], [0.0, 0.0, -0.1], [0.0, 0.0, 0.0], [0.0, 0.1, 0.0], [0.0, 0.0, 0.0], [0.0, 0.0, 0.1], [0.0, 0.0, 0.0]],
  "nbo_charge": [0.92, -0.56, -0.55, 0.30, -0.55, -0.57, 0.23, -0.53, -0.55, 0.18, 0.27, 0.23, 0.23, 0.24, 0.24, 0.24, 0.25, 0.23, 0.23, 0.26, 0.24, 0.25, -0.89, 2.38, -0.94, -1.01, -1.01, 0.25, 0.25, 0.24, 0.01, -0.08, -0.33, 0.01, 0.01, -0.13, 0.06, -0.09, 0.06, -0.09, 0.06],
  "homo_energy_ha": [-0.294, -0.328],
  "charge": 0,
  "e_lumo_ha": [0.006, -0.060],
  "total_energy_ha": -4751.66335,
  "spin_multiplicity": 3,
  "s_squared": 2.006,
  "relative_energy_kcal_mol": 0.0,
  "orbital_gap_ha": [0.3005, 0.2685]
}



3.
{
  "formula": "C13H15CoNTe",
  "method": "ωB97M-V with the def2-TZVPD basis set",
  "species": ["C", "C", "C", "C", "C", "Co", "N", "C", "C", "H", "H", "H", "H", "H", "H", "H", "H", "H", "H", "Te", "C", "C", "C", "C", "C", "C", "H", "H", "H", "H", "H"],
  "positions_angstrom": [[2.051447, 0.631814, -0.962506], [1.021068, 0.308744, -1.908459], [0.584172, -1.030551, -1.649343], [1.348281, -1.545175, -0.566893], [2.251268, -0.524627, -0.141524], [0.285455, 0.252434, -0.012535], [0.669577, 1.113578, 1.538556], [-0.593144, 1.851207, 0.595348], [-1.047612, 1.320059, -0.698859], [-0.173190, -1.579982, -2.206814], [0.669453, 0.949499, -2.707862], [1.285017, -2.554058, -0.166772], [2.982452, -0.624878, 0.656519], [2.616903, 1.558369, -0.920016], [-0.822299, 1.978165, -1.542904], [-1.450549, 1.899837, 1.283923], [0.200340, 1.207067, 2.456252], [-2.049185, 0.889457, -0.703489], [-0.184711, 2.859940, 0.437512], [-0.336862, -1.406036, 2.098131], [-2.148479, -2.445857, 1.981083], [-2.392471, -3.520003, 2.872015], [-3.674799, -4.084140, 2.924959], [-4.695293, -3.600671, 2.090150], [-4.430298, -2.570927, 1.174549], [-3.152278, -1.996841, 1.098354], [-1.583917, -3.869553, 3.512916], [-3.881854, -4.899185, 3.620913], [-5.698709, -4.030655, 2.150917], [-5.223775, -2.210149, 0.518259], [-2.912505, -1.198835, 0.397060]],
  "forces_ev_per_angstrom": [[0.8, -0.8, -1.5], [1.8, -0.6, -1.1], [0.6, -0.6, -1.1], [1.2, 0.1, -0.8], [0.9, -0.9, -0.9], [1.0, -2.9, 2.3], [-1.7, 1.6, 0.8], [-1.4, 3.3, 1.8], [-2.7, 1.4, -1.0], [0.2, 0.3, 0.3], [0.0, -0.1, 0.3], [-0.1, 0.5, 0.0], [-0.4, 0.1, -0.1], [-0.3, -0.2, 0.1], [-0.2, -0.3, 0.2], [0.6, -0.2, 0.1], [0.7, 0.0, -0.5], [0.0, 0.3, -0.1], [0.0, -0.3, 0.3], [-0.4, -0.5, 0.8], [-0.2, -0.3, 0.2], [-0.9, 0.4, -0.7], [0.2, 0.3, -0.3], [0.2, 0.1, 0.0], [0.4, -0.1, 0.1], [-0.3, -0.8, 0.7], [-0.3, 0.1, -0.1], [0.0, 0.2, -0.2], [0.3, 0.1, 0.0], [0.1, -0.1, 0.1], [-0.2, -0.1, 0.2]],
  "nbo_charge": [-0.37, -0.31, -0.39, -0.30, -0.35, 0.87, -0.74, -0.38, -0.71, 0.23, 0.22, 0.24, 0.23, 0.22, 0.18, 0.21, 0.36, 0.19, 0.20, -0.14, -0.23, -0.26, -0.22, -0.27, -0.21, -0.27, 0.21, 0.19, 0.19, 0.20, 0.22],
  "homo_energy_ha": [-0.079, -0.112],
  "charge": -1,
  "e_lumo_ha": [0.112, 0.108],
  "total_energy_ha": -2209.70259,
  "spin_multiplicity": 5,
  "s_squared": 6.053,
  "relative_energy_kcal_mol": 20.5,
  "orbital_gap_ha": [0.1904, 0.2206]
}